13
Properties=species:S:1:pos:R:3:lowdin_charge:R:1 method="wB97M-V/def2-TZVPD" e_above_lowest_ev=0.207 smiles="C[NH2+]/C=P/OP=O" largest_force_ev_per_a=4.65 spin_multiplicity=1 total_charge=+1 mol_weight_g_mol=138.02
P -2.730 -1.499 0.008 0.9501
P -4.964 0.587 0.326 0.9175
O -4.317 1.287 -0.717 -0.4229
O -4.091 -0.912 0.620 -0.7321
N -0.392 -0.314 -0.643 -0.1051
C -1.675 -0.159 -0.055 -0.4174
C 0.665 -0.047 0.349 -0.0370
H 0.505 0.920 0.679 0.0710
H -1.866 0.884 0.542 0.1497
H 1.699 0.143 0.073 0.1153
H -0.154 0.169 -1.522 0.1921
H 0.758 -0.629 1.243 0.1115
H -0.146 -1.282 -1.055 0.2073